The following is a DFT calculation (ωB97M-V/def2-TZVPD) of C26H45CrI2O3Si2Te as an isolated structure.

Last column: Mulliken charge in e.
CARTESIAN COORDINATES (ANGSTROEM)
Cr (1.2062, 0.1131, -0.0701)  -0.44
C (3.2840, -2.7128, -0.0905)  -1.06
O (2.5367, -1.6831, 0.5828)  0.42
C (2.7244, -1.7310, 2.0004)  -0.85
C (1.4766, -1.1635, 2.6262)  -0.19
O (1.1045, 0.0702, 1.9682)  0.20
C (1.5595, 1.3016, 2.5705)  -0.31
C (2.8443, 1.7161, 1.9061)  -0.83
O (2.6448, 1.5356, 0.4909)  0.37
C (3.5992, 2.2996, -0.2715)  -0.75
H (2.9404, -3.6895, 0.2534)  0.35
H (3.1060, -2.6100, -1.1562)  0.22
H (4.3484, -2.5955, 0.1130)  0.29
H (2.8470, -2.7658, 2.3292)  0.68
H (3.6279, -1.1757, 2.2659)  0.29
H (0.6375, -1.8379, 2.4803)  -0.26
H (1.6050, -0.9760, 3.6916)  0.47
H (0.7737, 2.0304, 2.3884)  -0.44
H (1.6797, 1.1647, 3.6442)  0.53
H (3.0546, 2.7674, 2.1112)  0.63
H (3.7028, 1.1174, 2.2175)  0.33
H (3.4226, 3.3612, -0.1051)  0.32
H (4.6084, 2.0254, 0.0337)  0.31
H (3.4438, 2.0633, -1.3154)  -0.13
I (1.9916, -0.3792, -2.7973)  0.47
C (3.9156, 0.3715, -3.3814)  -1.11
I (5.5381, -0.3355, -2.2418)  0.15
H (3.8720, 1.4534, -3.3494)  0.49
H (4.0241, 0.0214, -4.4018)  0.60
C (-0.9467, 4.4410, -1.2540)  -1.19
Si (-0.2691, 2.8074, -1.8702)  -0.06
C (1.3823, 3.3419, -2.5987)  -0.97
C (-1.3118, 2.1828, -3.2954)  -0.87
C (-0.3439, 1.3830, -0.5732)  2.14
Si (-1.6196, 1.7792, 0.7992)  0.55
C (-3.2847, 1.9616, -0.0325)  -0.87
C (-1.8443, 0.3663, 2.0277)  -0.32
C (-1.1756, 3.3196, 1.7930)  -1.62
H (-0.9643, 5.1110, -2.1184)  0.47
H (-0.2997, 4.9042, -0.5081)  0.35
H (-1.9576, 4.4100, -0.8535)  0.32
H (1.1094, 4.0163, -3.4159)  0.44
H (1.9993, 2.5626, -3.0416)  0.08
H (1.9811, 3.9326, -1.9057)  0.31
H (-1.4362, 2.9623, -4.0500)  0.45
H (-2.3063, 1.8769, -2.9632)  0.19
H (-0.8449, 1.3248, -3.7882)  0.25
H (-0.9186, 0.6417, -1.1574)  -1.25
H (-3.6051, 1.0004, -0.4426)  -0.01
H (-3.3120, 2.6956, -0.8370)  0.29
H (-4.0241, 2.2626, 0.7144)  0.46
H (-1.7482, -0.6076, 1.5449)  -0.94
H (-2.8586, 0.4300, 2.4299)  0.62
H (-1.1576, 0.4065, 2.8733)  0.37
H (-1.8799, 4.1253, 1.5842)  0.44
H (-0.1821, 3.7191, 1.5788)  0.39
H (-1.2390, 3.1162, 2.8650)  0.58
Te (-0.3796, -2.1500, -0.7632)  0.73
C (-0.4715, -3.6330, 0.7255)  0.85
C (-1.0588, -3.4404, 1.9731)  -0.23
C (-1.0909, -4.4898, 2.8803)  -0.96
C (-0.5310, -5.7174, 2.5502)  -0.65
C (0.0570, -5.9033, 1.3081)  -0.72
C (0.0844, -4.8634, 0.3876)  -0.71
C (-2.3993, -1.6831, -1.1246)  0.59
C (-3.4228, -1.9555, -0.2280)  -0.25
C (-4.7296, -1.6525, -0.5860)  -0.69
C (-5.0061, -1.0813, -1.8205)  -0.73
C (-3.9765, -0.8167, -2.7119)  -0.59
C (-2.6674, -1.1239, -2.3697)  -0.44
H (-1.4914, -2.4873, 2.2505)  0.52
H (-1.5585, -4.3476, 3.8455)  0.48
H (-0.5617, -6.5324, 3.2607)  0.43
H (0.4802, -6.8629, 1.0434)  0.46
H (0.5135, -5.0253, -0.5936)  0.50
H (-3.2276, -2.4150, 0.7289)  0.29
H (-5.5343, -1.8708, 0.1034)  0.45
H (-6.0275, -0.8516, -2.0919)  0.42
H (-4.1898, -0.3850, -3.6806)  0.45
H (-1.8725, -0.9422, -3.0848)  0.46

## Properties
- Expectation value of S²: 3.956
- Gap between HOMO and LUMO (alpha / beta): 0.2689 / 0.2823 Ha
- Highest occupied orbital energy (alpha / beta): -13.94 / -13.88 eV
- Total energy: -101491.780 eV
- Spin multiplicity: 4
- Total charge: +2
- Maximum force: 0.1 eV Å⁻¹